C36H38BrCaN8SSeSi2 as an isolated structure, computed with wB97M-V/def2-TZVPD.

The HOMO energy is -9.6 eV. The net charge is +1. The total energy is -8462.96166 Eh. As for the LUMO energy: -3.39 eV. As for the gap between HOMO and LUMO: 6.213 eV.

Last column: Löwdin charge in e.
Element x y z (Å)
Ca (0.59832, 0.46577, 0.31779)  1.232
C (-1.10716, -3.46886, 0.26056)  -0.166
Si (-0.63903, -2.58500, -1.33773)  0.412
C (-1.45709, -3.58015, -2.71710)  -0.174
C (1.20645, -2.82653, -1.64912)  -0.167
C (-1.00908, -0.77698, -1.24979)  -0.453
C (-0.45823, 0.02543, -2.36571)  -0.435
C (-0.71082, -0.21856, -3.73198)  -0.024
C (-0.19011, 0.60989, -4.70035)  -0.042
C (0.59917, 1.69743, -4.32434)  -0.064
C (0.83215, 1.87829, -2.98239)  -0.171
N (0.33571, 1.07247, -2.03146)  -0.043
Si (-2.76316, -0.28489, -0.93549)  0.414
C (-2.85575, 1.60266, -0.83242)  -0.166
C (-3.47503, -0.99667, 0.65477)  -0.160
C (-3.97854, -0.74624, -2.29723)  -0.169
H (-0.53404, -4.39523, 0.35487)  0.037
H (-2.16275, -3.74807, 0.24933)  0.028
H (-0.93732, -2.87078, 1.15725)  0.004
H (-1.21478, -4.64090, -2.60423)  0.036
H (-1.11103, -3.27869, -3.70825)  0.023
H (-2.54464, -3.49066, -2.70066)  0.019
H (1.48958, -3.87524, -1.52763)  0.042
H (1.85496, -2.23324, -0.99827)  -0.009
H (1.44619, -2.54711, -2.67912)  0.031
H (-1.34256, -1.05367, -3.99962)  0.102
H (-0.40091, 0.42340, -5.74611)  0.115
H (1.02292, 2.37364, -5.05295)  0.106
H (1.46279, 2.69173, -2.63562)  0.113
H (-2.21313, 2.00689, -0.04577)  -0.016
H (-3.87435, 1.94080, -0.62666)  0.041
H (-2.54509, 2.05615, -1.77870)  0.035
H (-2.82983, -0.83604, 1.52027)  0.003
H (-3.65373, -2.06954, 0.57092)  0.025
H (-4.43921, -0.52429, 0.86205)  0.040
H (-3.67782, -0.34579, -3.26845)  0.027
H (-4.97344, -0.35098, -2.07536)  0.035
H (-4.07131, -1.82921, -2.39921)  0.019
S (-2.08554, -3.35547, 6.79938)  1.053
N (-0.85754, -3.71173, 5.82004)  -0.206
C (-0.75063, -2.70901, 4.96368)  -0.301
C (0.22506, -2.60716, 3.89811)  -0.079
C (1.17154, -3.60441, 3.65906)  0.031
C (2.06361, -3.43642, 2.62815)  -0.011
C (1.98228, -2.27442, 1.86727)  -0.145
N (1.08784, -1.31699, 2.07259)  0.041
C (0.20554, -1.47290, 3.07914)  -0.157
C (-0.80261, -0.41527, 3.28713)  -0.159
N (-0.79653, 0.63620, 2.44770)  0.023
C (-1.68767, 1.59960, 2.63465)  -0.141
C (-2.64765, 1.58047, 3.64132)  -0.011
C (-2.67857, 0.50147, 4.49202)  0.030
C (-1.74034, -0.51623, 4.32149)  -0.078
C (-1.70804, -1.68803, 5.17229)  -0.301
N (-2.52456, -1.93309, 6.18384)  -0.206
H (1.18112, -4.48587, 4.28648)  0.128
H (2.81467, -4.17828, 2.39791)  0.120
H (2.67469, -2.11845, 1.04957)  0.083
H (-1.64563, 2.43351, 1.94517)  0.094
H (-3.34980, 2.39650, 3.73373)  0.119
H (-3.40805, 0.41993, 5.28696)  0.128
C (-0.94828, 5.91904, -1.21450)  -0.027
C (-0.20384, 5.16033, -0.15447)  -0.230
C (0.34469, 5.77739, 0.96402)  0.005
C (0.99437, 5.02074, 1.92500)  -0.083
C (1.06877, 3.65659, 1.72104)  -0.731
Br (1.92579, 2.58720, 3.03407)  0.778
N (0.57100, 3.03135, 0.66827)  -0.036
C (-0.05174, 3.78452, -0.24955)  -0.104
H (-0.69917, 6.97828, -1.18817)  0.085
H (-2.02576, 5.82402, -1.06984)  0.094
H (-0.71585, 5.53601, -2.20785)  0.086
H (0.26644, 6.85045, 1.08827)  0.129
H (1.43087, 5.46988, 2.80455)  0.109
H (-0.45314, 3.24795, -1.09896)  0.087
Se (4.32229, 0.54145, 1.34039)  1.093
N (3.18296, 0.29896, -0.02097)  -0.310
C (3.91333, -0.02631, -1.08134)  -0.366
C (3.41474, -0.30851, -2.39177)  -0.037
C (4.29630, -0.62887, -3.36692)  -0.042
C (5.71168, -0.70283, -3.13373)  -0.055
C (6.23338, -0.45737, -1.91261)  -0.012
C (5.34301, -0.11251, -0.84500)  -0.378
N (5.74437, 0.13402, 0.38464)  -0.215
H (2.35286, -0.27240, -2.58220)  0.081
H (3.92639, -0.84500, -4.36102)  0.115
H (6.36008, -0.96665, -3.95819)  0.112
H (7.29297, -0.51288, -1.70696)  0.121